# C3H8NO2

A structure of composition C3H8NO2 in a non-equilibrium geometry (ωB97M-V with the def2-TZVPD basis set, the OMol25 dataset).

The geometry in ORCA input format:
```
! RIJCOSX wB97M-V def2-TZVPD def2/J DEFGRID3
* xyz 1 1
C -0.5846 -0.8727 -1.8652
C -0.0625 -0.8426 0.0215
C 0.8994 1.0743 1.3379
N -0.3579 0.5377 0.7980
O -1.2493 -1.1539 -0.6577
O 0.6321 -0.4551 -1.1053
H -0.4453 -1.9158 -2.4203
H -0.8199 -0.1387 -2.6644
H 0.2763 -1.6007 0.7247
H 1.1773 0.7979 2.3727
H 1.5096 1.0024 0.3780
H 0.8407 2.1756 1.4945
H -0.8476 1.1792 0.0989
H -0.9684 0.2124 1.4867
*
```

Output
Relative energy (zero: lowest compared OMol25 entry of this formula, charge and spin) in kcal/mol: 83.4
Highest occupied orbital energy in eV: -15.357
Kohn-Sham gap in hartree: 0.4406
LUMO energy in eV: -3.368
E in eV: -8816.335
Max |F| in Eh/bohr: 0.084


# C28H38AsCoN2O4S2

A structure of composition C28H38AsCoN2O4S2 (ωB97M-V with the def2-TZVPD basis set, the OMol25 dataset).

The geometry in ORCA input format:
```
! RIJCOSX wB97M-V def2-TZVPD def2/J DEFGRID3
* xyz -1 4
Co 0.8278 1.0995 0.6109
O 1.7263 3.2620 3.9911
C 1.7546 2.3277 3.1857
O 0.8135 2.0729 2.3550
C 2.9729 1.4207 3.2123
C 3.4692 1.1283 4.4817
C 4.5777 0.3211 4.6661
C 5.2293 -0.1858 3.5495
C 4.7608 0.1106 2.2836
C 3.6252 0.9061 2.0789
S 3.1567 1.2219 0.4018
H 2.9603 1.5682 5.3297
H 4.9343 0.0974 5.6641
H 6.1056 -0.8141 3.6646
H 5.2685 -0.2797 1.4100
C 1.7261 -2.2736 -1.6950
C 2.0748 -1.0240 -2.4964
As 0.9195 0.4817 -2.0075
C -0.8001 -0.0768 -2.7752
C -0.8202 -0.4745 -4.2442
C 1.4901 1.8626 -3.3003
C 2.2943 1.4076 -4.5126
H 2.4091 -3.0921 -1.9347
H 0.7089 -2.6148 -1.9036
H 1.7820 -2.0784 -0.6241
H 2.0310 -1.2154 -3.5708
H 3.0880 -0.6951 -2.2558
H -1.4714 0.7639 -2.5836
H -1.1430 -0.8928 -2.1339
H -0.5298 0.3582 -4.8876
H -1.8193 -0.7930 -4.5547
H -0.1376 -1.3029 -4.4461
H 2.0718 2.5760 -2.7135
H 0.5767 2.3806 -3.6048
H 3.2241 0.9247 -4.2093
H 2.5601 2.2586 -5.1453
H 1.7423 0.6962 -5.1284
C -2.7763 -6.6840 -1.6974
C -3.6365 -7.4619 -0.7368
O -4.1542 -8.5119 -1.0242
S -3.9662 -6.8014 0.8901
C -3.1169 -5.2462 0.9085
C -1.8215 -5.1576 1.4117
C -1.1488 -3.9493 1.4048
C -1.7531 -2.7921 0.8944
C -3.0649 -2.8918 0.4101
C -3.7392 -4.0992 0.4228
C -1.0444 -1.5570 0.8474
C -0.3789 -0.5356 0.7798
H -3.4153 -5.9770 -2.2309
H -2.3619 -7.3869 -2.4169
H -1.9894 -6.1180 -1.2059
H -1.3395 -6.0467 1.7989
H -0.1403 -3.8809 1.7903
H -3.5436 -2.0029 0.0203
H -4.7533 -4.1617 0.0475
C -2.9545 2.1160 0.6264
N -2.2701 3.3568 0.9372
C -3.1237 4.5061 1.1496
C -0.9621 3.4706 0.5616
O -0.4698 2.6287 -0.2194
N -0.2547 4.5274 1.0259
C 1.0884 4.7091 0.4965
C -0.4366 5.0230 2.3883
H -3.7705 1.9837 1.3388
H -2.2716 1.2747 0.7138
H -3.3712 2.1296 -0.3879
H -3.9365 4.4959 0.4158
H -2.5610 5.4264 1.0224
H -3.5665 4.5017 2.1496
H 1.1087 4.4419 -0.5569
H 1.8101 4.0839 1.0261
H 1.3630 5.7586 0.6117
H -1.2640 4.5083 2.8664
H -0.6258 6.1006 2.3879
H 0.4524 4.7856 2.9739
*
```

Output
Relative energy (zero: lowest compared OMol25 entry of this formula, charge and spin) in kcal/mol: 0.2
Highest occupied orbital energy (spin up / spin down) in eV: -4.316 / -4.458
Kohn-Sham gap (spin up / spin down) in hartree: 0.2463 / 0.2515
LUMO energy (spin up / spin down) in eV: 2.386 / 2.386
E in eV: -160961.672
Max |F| in Eh/bohr: 0.003


# C36H22Br5F5MgN2O6Se

A structure of composition C36H22Br5F5MgN2O6Se in a non-equilibrium geometry (ωB97M-V with the def2-TZVPD basis set, the OMol25 dataset).

The geometry in ORCA input format:
```
! RIJCOSX wB97M-V def2-TZVPD def2/J DEFGRID3
* xyz -2 1
Mg -8.3792 -21.7394 0.5807
Br -6.1247 -17.5438 5.6416
C -6.7473 -19.0227 4.6592
C -6.6452 -20.2688 5.2625
Br -6.1055 -20.4273 7.0616
C -6.9327 -21.4301 4.5312
Br -6.6012 -23.1081 5.3069
C -7.3184 -21.3682 3.1852
O -7.6040 -22.3883 2.4359
C -7.4197 -20.0310 2.5473
O -7.7819 -19.9998 1.2973
C -7.2218 -18.8652 3.3178
Br -7.4056 -17.1252 2.5691
C -7.0172 -24.3926 -2.8072
O -7.0207 -24.5905 -1.4046
C -7.1818 -25.8324 -0.9570
C -7.2981 -26.9553 -1.7616
C -7.4642 -28.2089 -1.1384
Br -7.8767 -29.7117 -2.2344
C -7.4259 -28.3494 0.2185
C -7.2972 -27.2363 1.0673
C -7.2005 -25.9708 0.4652
O -7.1224 -24.8383 1.1486
C -7.1485 -27.3973 2.5016
N -6.9982 -26.4469 3.3929
C -6.8992 -27.1073 4.6105
C -6.6112 -26.5825 5.8825
C -6.4489 -27.4882 6.9204
C -6.5723 -28.8570 6.7286
C -6.8362 -29.3873 5.4732
C -6.9994 -28.4788 4.4182
N -7.1754 -28.6578 3.0863
H -8.0240 -24.6234 -3.1856
H -6.2687 -25.0014 -3.2762
H -6.8123 -23.3097 -2.9158
H -7.2614 -26.8960 -2.8264
H -7.5707 -29.3436 0.6338
H -7.1204 -24.9343 2.1307
H -6.5458 -25.5218 6.0953
H -6.2077 -27.1952 7.9640
H -6.5188 -29.5316 7.5547
H -6.9217 -30.4616 5.3272
H -7.0442 -29.5461 2.6655
C -7.4345 -18.0746 -6.7822
C -7.6457 -18.7693 -5.4655
C -8.5476 -19.8305 -5.3947
C -8.7859 -20.4924 -4.2042
C -9.7197 -21.6901 -4.1732
C -8.1169 -20.1211 -3.0308
C -7.1963 -19.0647 -3.0947
C -6.4145 -18.6610 -1.8890
C -6.9644 -18.4134 -4.3128
C -8.3114 -20.9647 -1.7816
O -9.3889 -20.8770 -1.1526
O -7.3597 -21.6752 -1.3722
H -7.9910 -17.1168 -6.8208
H -7.7009 -18.6772 -7.5971
H -6.3604 -17.8333 -6.9173
H -9.0658 -20.1683 -6.3091
H -10.5003 -21.6131 -4.9232
H -10.2171 -21.6924 -3.2141
H -9.1450 -22.5754 -4.3181
H -7.0510 -18.5899 -0.9783
H -5.8899 -17.6966 -2.0221
H -5.5992 -19.3864 -1.7639
H -6.3047 -17.5856 -4.2990
F -16.0297 -22.5586 1.7059
C -14.7176 -22.9001 1.5582
C -13.8664 -21.9910 0.9643
F -14.3539 -20.7686 0.6613
C -12.5218 -22.2841 0.8430
F -11.7319 -21.3028 0.3110
C -11.9667 -23.4944 1.2196
Se -10.1299 -23.8434 1.2029
C -12.8549 -24.3680 1.8516
F -12.4132 -25.5669 2.3182
C -14.2142 -24.1207 1.9881
F -15.0327 -25.0602 2.5251
*
```

Output
Highest occupied orbital energy in eV: -1.711
Kohn-Sham gap in hartree: 0.1886
LUMO energy in eV: 3.421
E in eV: -487552.083
Max |F| in Eh/bohr: 0.044


# C7H7N3S

The molecule C7H7N3S in a non-equilibrium geometry (ωB97M-V with the def2-TZVPD basis set, the OMol25 dataset).

The geometry in ORCA input format:
```
! RIJCOSX wB97M-V def2-TZVPD def2/J DEFGRID3
* xyz 0 1
C -3.0797 -1.1730 0.0905
C 1.8540 -0.6573 -0.0470
C -0.3020 0.1332 1.1400
C 1.2922 0.0476 1.2020
C -0.1089 -0.3199 -1.2525
C -3.3400 0.1857 0.2394
C -0.6598 0.7308 -0.2656
N -2.8867 -2.3056 -0.0839
N 1.2027 -0.8090 -1.1298
N -0.9448 -0.0327 2.1249
S -2.2788 1.3396 -0.3998
H 2.7398 -1.2764 0.0404
H 1.2486 -0.6533 2.0363
H 1.8617 0.9304 1.3054
H -0.7142 -1.1773 -1.2266
H -0.1268 0.1155 -2.2270
H -4.2319 0.3715 0.6841
H -0.1825 1.6813 -0.4985
*
```

Output
Relative energy (zero: lowest compared OMol25 entry of this formula, charge and spin) in kcal/mol: 136.9
Highest occupied orbital energy (spin up / spin down) in eV: -8.382 / -9.554
Kohn-Sham gap (spin up / spin down) in hartree: 0.2691 / 0.3034
LUMO energy (spin up / spin down) in eV: -1.061 / -1.300
E in eV: -22672.971
Max |F| in Eh/bohr: 0.117


# C28H21N2NiO3

A structure of composition C28H21N2NiO3 (ωB97M-V with the def2-TZVPD basis set, the OMol25 dataset).

The geometry in ORCA input format:
```
! RIJCOSX wB97M-V def2-TZVPD def2/J DEFGRID3
* xyz -1 3
Ni 0.6323 1.8129 -1.1719
O 2.5273 0.7310 3.6606
C 1.5209 1.5746 3.9131
C 1.0710 1.6868 5.2291
C 0.0088 2.5124 5.5509
C -0.6156 3.2654 4.5645
C -0.1708 3.1706 3.2573
C 0.8871 2.3335 2.9009
C 1.1626 2.1349 1.4562
O 0.4469 2.7601 0.5920
N 2.0873 1.2445 1.1397
N 2.0658 0.8706 -0.1801
C 2.8039 -0.1933 -0.4763
C 2.8130 -0.8880 -1.7068
C 3.7833 -1.9107 -1.9163
C 3.8437 -2.6523 -3.0701
C 2.9409 -2.4197 -4.1158
C 1.9580 -1.4501 -3.9358
C 1.8821 -0.7129 -2.7756
O 0.7980 0.1683 -2.6572
H 2.5816 0.6901 2.6434
H 1.5568 1.0770 5.9811
H -0.3463 2.5467 6.5745
H -1.4607 3.8974 4.8095
H -0.6431 3.7272 2.4583
H 3.4417 -0.5873 0.3143
H 4.4865 -2.1021 -1.1133
H 4.5976 -3.4249 -3.1709
H 2.9743 -3.0089 -5.0225
H 1.2065 -1.2926 -4.7017
C -3.1860 -3.8659 0.7194
C -3.6357 -3.0712 -0.3250
C -2.7475 -2.3024 -1.0591
C -1.3806 -2.3080 -0.7626
C -0.9381 -3.1593 0.2573
C -1.8273 -3.9148 1.0007
C -0.3628 -1.5544 -1.4967
C -0.3165 -0.2797 -1.9234
C -1.2279 0.8541 -1.6574
C -1.0717 2.0645 -2.4006
C -1.8685 3.1760 -2.1126
C -2.8227 3.1196 -1.1196
C -3.0047 1.9308 -0.4120
C -2.2269 0.8250 -0.6638
H -3.8859 -4.4420 1.3116
H -4.6904 -3.0588 -0.5736
H -3.1053 -1.6938 -1.8799
H 0.1221 -3.1882 0.4798
H -1.4637 -4.5407 1.8061
H 0.5493 -2.1184 -1.6479
H -0.4619 2.0705 -3.2985
H -1.7448 4.0864 -2.6857
H -3.4247 3.9885 -0.8877
H -3.7618 1.8779 0.3606
H -2.3575 -0.0569 -0.0610
*
```

Output
Highest occupied orbital energy (spin up / spin down) in eV: -1.736 / -4.069
Kohn-Sham gap (spin up / spin down) in hartree: 0.1643 / 0.2488
LUMO energy (spin up / spin down) in eV: 2.735 / 2.701
E in eV: -79542.826
Max |F| in Eh/bohr: 0.018


# C4H3N3

The molecule C4H3N3 in a non-equilibrium geometry (ωB97M-V with the def2-TZVPD basis set, the OMol25 dataset).

The geometry in ORCA input format:
```
! RIJCOSX wB97M-V def2-TZVPD def2/J DEFGRID3
* xyz 0 1
C 2.2256 -0.1363 -0.2332
C 1.2687 -0.2825 -0.9598
C -0.0299 -0.0408 -0.3815
C -0.7611 1.0982 -0.1799
N -1.9224 0.7414 0.4278
N -1.9209 -0.5311 0.6584
N -0.7596 -1.0144 0.1935
H 2.9027 0.0466 0.5513
H -0.5059 2.1239 -0.4031
H -0.5113 -1.9844 0.3310
*
```

Output
Relative energy (zero: lowest compared OMol25 entry of this formula, charge and spin) in kcal/mol: 91.1
Highest occupied orbital energy in eV: -9.173
Kohn-Sham gap in hartree: 0.3327
LUMO energy in eV: -0.119
E in eV: -8662.460
Max |F| in Eh/bohr: 0.031
SMILES: C#Cc1cnn[nH]1